No. 1
A gas-phase ion, C5H11N2O (charge +1) in a non-equilibrium geometry. Source: the Open Molecules 2025 dataset; level of theory: ωB97M-V/def2-TZVPD.

Positions of all 19 atoms, in Å:
N1 1.7679 0.4245 2.1138
C1 0.4113 0.0360 1.6985
C2 -0.3647 1.4382 1.5982
O1 -1.3685 1.5260 0.9531
C3 0.4940 -0.8512 0.4223
C4 -0.4847 -0.5818 -0.6384
C5 -0.1176 -0.3144 -1.8847
N2 -1.1975 -0.3113 -2.9212
H1 1.8599 1.4192 2.2403
H2 2.1537 -0.1069 2.8791
H3 -0.2551 -0.3915 2.4636
H4 0.0463 2.3489 2.1244
H5 1.5650 -0.8646 0.1831
H6 0.3976 -1.8655 0.8220
H7 -1.5258 -0.5193 -0.3174
H8 0.8762 -0.3111 -2.2884
H9 -0.9635 0.3986 -3.6161
H10 -1.1780 -1.2446 -3.3449
H11 -2.1165 -0.2294 -2.4874

Cartesian forces (eV/Å) of the 3 atoms listed first:
N -0.58 -0.95 -0.13
C 0.03 2.98 0.54
C 0.48 -1.10 -1.03

Results
- HOMO-LUMO gap: 0.3355 Eh
- Net charge: +1
- SMILES string: N[C@@H](C=O)C/C=C/[NH3+]
- HOMO level: -12.7 eV

No. 2
A molecular structure, C19H26IrN9OS in a non-equilibrium geometry. Source: the Open Molecules 2025 dataset; level of theory: ωB97M-V/def2-TZVPD.

Positions of all 57 atoms, in Å:
Ir1 0.3780 -0.4068 0.7685
C1 4.3417 1.3070 -3.8023
C2 4.2464 1.4554 -2.2901
N1 3.9663 0.1891 -1.6702
C3 3.1495 -0.0850 -0.6640
S1 2.2173 1.1743 0.1455
N2 3.1261 -1.3173 -0.2052
N3 2.2269 -1.6988 0.6596
C4 2.4641 -2.6904 1.4855
C5 3.7781 -3.3621 1.5479
C6 1.4016 -2.9870 2.4277
C7 1.4599 -4.0973 3.2775
C8 0.4787 -4.2740 4.2391
C9 -0.5270 -3.3262 4.3380
C10 -0.5232 -2.2562 3.4482
N4 0.3903 -2.0900 2.5030
H1 4.6945 2.2338 -4.2439
H2 3.3806 1.0495 -4.2410
H3 5.0529 0.5310 -4.0714
H4 3.4852 2.1835 -1.9955
H5 5.2153 1.8163 -1.9156
H6 4.4533 -0.6088 -2.0713
H7 4.4155 -3.0244 0.7347
H8 3.6780 -4.4460 1.4886
H9 4.2706 -3.1434 2.4985
H10 2.2646 -4.8103 3.1928
H11 0.5067 -5.1243 4.9039
H12 -1.2966 -3.3993 5.0907
H13 -1.2797 -1.4938 3.5491
N5 -0.6353 0.3003 -1.0079
C11 -0.9199 1.2020 -1.6892
N6 -1.1899 2.2385 -2.3997
C12 -1.0480 3.5766 -1.8442
C13 -2.4010 4.3230 -1.9778
O1 -2.8332 4.3020 -3.3005
C14 -3.0291 3.0210 -3.8125
C15 -1.7171 2.2019 -3.7518
H14 -0.3037 4.1241 -2.4341
H15 -0.7352 3.5299 -0.7990
H16 -2.2666 5.3719 -1.7051
H17 -3.1443 3.8653 -1.3065
H18 -3.3385 3.1426 -4.8519
H19 -3.8172 2.4888 -3.2601
H20 -0.9931 2.6839 -4.4172
H21 -1.8876 1.1763 -4.0789
N7 -4.9224 -1.7651 1.2605
C16 -3.9986 -0.9142 1.6782
C17 -2.6596 -0.9004 1.1694
N8 -1.7675 -0.0611 1.6440
C18 -2.0969 0.8120 2.5929
C19 -3.4056 0.8116 3.0879
N9 -4.2872 -0.0299 2.6322
H22 -4.7399 -2.4541 0.5490
H23 -5.8516 -1.7230 1.6537
H24 -2.3698 -1.6050 0.3998
H25 -1.3490 1.4960 2.9623
H26 -3.7079 1.4867 3.8784

Cartesian forces (eV/Å) of the 3 atoms listed first:
Ir -0.20 -1.50 0.62
C -0.16 -0.15 0.03
C 0.23 0.98 -0.42

Results
- 2S+1: 2
- HOMO-LUMO gap (alpha / beta): 0.1934 / 0.1623 Eh
- Net charge: +3
- HOMO level (alpha / beta): -16.7 / -16.7 eV

No. 3
40 unconnected molecules or ions with the total composition H80O40 in a non-equilibrium geometry. Source: the Open Molecules 2025 dataset; level of theory: ωB97M-V/def2-TZVPD.

Positions of all 120 atoms, in Å:
H1 -3.9598 -4.3280 0.2830
H2 -3.6897 -4.6179 1.8218
O1 -4.1458 -4.0450 1.2032
H3 3.5514 -4.0338 0.0941
H4 3.8227 -2.6511 0.6215
O2 3.8300 -3.1737 -0.2347
H5 -0.8063 3.1397 2.8811
H6 -1.5959 1.9266 2.3650
O3 -0.6967 2.2811 2.4420
H7 -0.0189 -4.0397 0.7187
H8 1.3085 -4.6113 1.0258
O4 0.9126 -4.0015 0.3876
H9 5.9905 1.2201 0.8625
H10 4.9293 1.1584 1.8062
O5 5.4149 1.8554 1.3272
H11 -4.5727 2.7532 0.3473
O6 -4.3088 3.6610 0.5192
H12 -5.0653 -0.0874 -3.2820
O7 -5.0458 0.8252 -3.5955
H13 -1.0584 -6.5988 -0.8977
H14 -0.0067 -5.5468 -1.4135
O8 -0.8383 -5.9914 -1.6064
H15 3.7648 0.4051 -4.3026
H16 2.6533 0.2423 -3.2375
O9 2.9732 0.8216 -3.9425
H17 1.4978 -2.6945 -2.5100
H18 1.0650 -1.2215 -2.8631
O10 1.4209 -2.0426 -3.2102
H19 1.6882 -1.9784 5.3670
H20 1.2913 -1.4821 3.9992
O11 0.9120 -1.6682 4.8804
H21 0.1488 -4.3825 3.1893
O12 1.0745 -4.1858 3.3694
H22 -1.9254 2.4540 -0.7515
H23 -0.6529 2.6781 0.0799
O13 -1.3539 2.0360 -0.0937
H24 -1.8266 -4.0704 1.5669
H25 -1.8969 -5.1263 0.5095
O14 -1.3942 -4.9042 1.3063
H26 -0.0158 -1.0837 1.9114
H27 0.7422 -2.3236 1.6241
O15 0.9009 -1.3748 1.7808
H28 -5.8546 1.2376 -0.5196
H29 -4.6429 1.2612 0.5480
O16 -4.9365 0.9853 -0.3522
H30 5.4221 0.7903 3.5449
H31 4.3850 1.9470 3.3881
O17 4.4862 1.0027 3.5580
H32 -3.2733 -3.1481 -1.7923
H33 -2.0268 -3.9500 -1.5274
O18 -2.9501 -3.8811 -1.2280
H34 6.5661 0.1517 -1.2904
O19 6.9211 -0.3963 -0.5827
H35 -3.8845 3.8635 -3.2015
H36 -4.8353 3.9446 -1.7778
O20 -4.0062 3.8697 -2.2444
H37 3.4155 -1.7606 -4.4369
O21 3.4212 -1.9232 -5.3768
H38 3.6637 -1.1435 1.8557
H39 4.7733 -1.9499 2.7578
O22 4.5370 -1.6487 1.8813
H40 -1.5692 1.1767 -6.0484
H41 -0.7598 0.6112 -5.0654
O23 -1.0253 1.5470 -5.3292
H42 1.2485 2.5314 -2.3021
H43 0.6593 2.0036 -1.0176
O24 1.1928 1.7257 -1.7731
H44 -2.6871 4.0928 1.7203
H45 -3.6353 4.5987 2.8204
O25 -2.7389 4.3033 2.6550
H46 -0.5656 -1.8744 0.0637
H47 -1.1602 -1.4703 -1.2074
O26 -1.4351 -1.6943 -0.3100
H48 0.8348 2.9942 3.8804
H49 1.4435 3.2775 5.3291
O27 0.9264 3.6325 4.6058
H50 -2.0889 2.4441 -4.0943
H51 -2.3459 3.4115 -5.2541
O28 -2.4903 3.2955 -4.3132
H52 -1.2220 1.8992 5.3654
H53 -1.6096 3.3625 5.4789
O29 -1.8821 2.5365 5.0653
H54 -4.1058 -0.8377 -1.3365
H55 -5.1839 -1.7695 -1.0282
O30 -4.4617 -1.6806 -1.6628
H56 5.7128 1.7048 -3.4607
H57 4.2629 2.2488 -4.1255
O31 5.2108 2.3205 -3.9805
H58 2.9774 2.8283 -1.1873
O32 3.7538 2.3940 -0.7988
H59 2.1999 3.4488 0.3921
H60 1.5201 3.9232 1.7137
O33 1.3672 3.7340 0.7845
H61 6.2045 -1.0026 -0.3629
H62 -3.5191 3.6877 -0.0563
H63 3.1850 -1.3628 -6.1065
H64 -4.5019 1.3953 -3.0447
H65 1.1264 -3.4047 3.9450
H66 3.4570 1.5150 -1.0898
O34 -2.0454 5.2972 0.0163
H67 -2.0044 5.0539 -0.9170
H68 -2.1847 6.2475 -0.0147
O35 2.7461 0.0981 1.8442
H69 2.2100 -0.1325 1.0673
H70 3.1798 0.8730 1.4539
O36 -3.9584 1.7331 2.3534
H71 -3.3052 2.3465 2.7567
H72 -4.6889 2.0910 2.8978
O37 -1.9349 -3.4751 3.6063
H73 -1.7963 -4.1983 4.2246
H74 -1.4590 -2.7321 3.9980
O38 3.2394 -1.0687 -1.5876
H75 4.1128 -1.2358 -1.1833
H76 2.9692 -1.8585 -1.0331
O39 0.1321 -1.4955 -6.3602
H77 0.6370 -0.7518 -6.0065
H78 0.5062 -2.3342 -6.0812
O40 -3.3271 -0.7380 3.7185
H79 -4.2278 -0.5261 3.9612
H80 -3.2947 -1.1864 2.8678

Cartesian forces (eV/Å) of the 3 atoms listed first:
H 0.19 0.25 0.67
H -0.13 -0.24 -0.11
O -0.43 0.18 -0.23

Results
- HOMO-LUMO gap: 0.3768 Eh
- HOMO level: -10.6 eV

Please write out number 2 again, unchanged.
A molecular structure, C19H26IrN9OS in a non-equilibrium geometry. Source: the Open Molecules 2025 dataset; level of theory: ωB97M-V/def2-TZVPD.

Positions of all 57 atoms, in Å:
Ir1 0.3780 -0.4068 0.7685
C1 4.3417 1.3070 -3.8023
C2 4.2464 1.4554 -2.2901
N1 3.9663 0.1891 -1.6702
C3 3.1495 -0.0850 -0.6640
S1 2.2173 1.1743 0.1455
N2 3.1261 -1.3173 -0.2052
N3 2.2269 -1.6988 0.6596
C4 2.4641 -2.6904 1.4855
C5 3.7781 -3.3621 1.5479
C6 1.4016 -2.9870 2.4277
C7 1.4599 -4.0973 3.2775
C8 0.4787 -4.2740 4.2391
C9 -0.5270 -3.3262 4.3380
C10 -0.5232 -2.2562 3.4482
N4 0.3903 -2.0900 2.5030
H1 4.6945 2.2338 -4.2439
H2 3.3806 1.0495 -4.2410
H3 5.0529 0.5310 -4.0714
H4 3.4852 2.1835 -1.9955
H5 5.2153 1.8163 -1.9156
H6 4.4533 -0.6088 -2.0713
H7 4.4155 -3.0244 0.7347
H8 3.6780 -4.4460 1.4886
H9 4.2706 -3.1434 2.4985
H10 2.2646 -4.8103 3.1928
H11 0.5067 -5.1243 4.9039
H12 -1.2966 -3.3993 5.0907
H13 -1.2797 -1.4938 3.5491
N5 -0.6353 0.3003 -1.0079
C11 -0.9199 1.2020 -1.6892
N6 -1.1899 2.2385 -2.3997
C12 -1.0480 3.5766 -1.8442
C13 -2.4010 4.3230 -1.9778
O1 -2.8332 4.3020 -3.3005
C14 -3.0291 3.0210 -3.8125
C15 -1.7171 2.2019 -3.7518
H14 -0.3037 4.1241 -2.4341
H15 -0.7352 3.5299 -0.7990
H16 -2.2666 5.3719 -1.7051
H17 -3.1443 3.8653 -1.3065
H18 -3.3385 3.1426 -4.8519
H19 -3.8172 2.4888 -3.2601
H20 -0.9931 2.6839 -4.4172
H21 -1.8876 1.1763 -4.0789
N7 -4.9224 -1.7651 1.2605
C16 -3.9986 -0.9142 1.6782
C17 -2.6596 -0.9004 1.1694
N8 -1.7675 -0.0611 1.6440
C18 -2.0969 0.8120 2.5929
C19 -3.4056 0.8116 3.0879
N9 -4.2872 -0.0299 2.6322
H22 -4.7399 -2.4541 0.5490
H23 -5.8516 -1.7230 1.6537
H24 -2.3698 -1.6050 0.3998
H25 -1.3490 1.4960 2.9623
H26 -3.7079 1.4867 3.8784

Cartesian forces (eV/Å) of the 3 atoms listed first:
Ir -0.20 -1.50 0.62
C -0.16 -0.15 0.03
C 0.23 0.98 -0.42

Results
- 2S+1: 2
- HOMO-LUMO gap (alpha / beta): 0.1934 / 0.1623 Eh
- Net charge: +3
- HOMO level (alpha / beta): -16.7 / -16.7 eV

What did the second record say?
A molecular structure, C19H26IrN9OS in a non-equilibrium geometry. Source: the Open Molecules 2025 dataset; level of theory: ωB97M-V/def2-TZVPD.

Positions of all 57 atoms, in Å:
Ir1 0.3780 -0.4068 0.7685
C1 4.3417 1.3070 -3.8023
C2 4.2464 1.4554 -2.2901
N1 3.9663 0.1891 -1.6702
C3 3.1495 -0.0850 -0.6640
S1 2.2173 1.1743 0.1455
N2 3.1261 -1.3173 -0.2052
N3 2.2269 -1.6988 0.6596
C4 2.4641 -2.6904 1.4855
C5 3.7781 -3.3621 1.5479
C6 1.4016 -2.9870 2.4277
C7 1.4599 -4.0973 3.2775
C8 0.4787 -4.2740 4.2391
C9 -0.5270 -3.3262 4.3380
C10 -0.5232 -2.2562 3.4482
N4 0.3903 -2.0900 2.5030
H1 4.6945 2.2338 -4.2439
H2 3.3806 1.0495 -4.2410
H3 5.0529 0.5310 -4.0714
H4 3.4852 2.1835 -1.9955
H5 5.2153 1.8163 -1.9156
H6 4.4533 -0.6088 -2.0713
H7 4.4155 -3.0244 0.7347
H8 3.6780 -4.4460 1.4886
H9 4.2706 -3.1434 2.4985
H10 2.2646 -4.8103 3.1928
H11 0.5067 -5.1243 4.9039
H12 -1.2966 -3.3993 5.0907
H13 -1.2797 -1.4938 3.5491
N5 -0.6353 0.3003 -1.0079
C11 -0.9199 1.2020 -1.6892
N6 -1.1899 2.2385 -2.3997
C12 -1.0480 3.5766 -1.8442
C13 -2.4010 4.3230 -1.9778
O1 -2.8332 4.3020 -3.3005
C14 -3.0291 3.0210 -3.8125
C15 -1.7171 2.2019 -3.7518
H14 -0.3037 4.1241 -2.4341
H15 -0.7352 3.5299 -0.7990
H16 -2.2666 5.3719 -1.7051
H17 -3.1443 3.8653 -1.3065
H18 -3.3385 3.1426 -4.8519
H19 -3.8172 2.4888 -3.2601
H20 -0.9931 2.6839 -4.4172
H21 -1.8876 1.1763 -4.0789
N7 -4.9224 -1.7651 1.2605
C16 -3.9986 -0.9142 1.6782
C17 -2.6596 -0.9004 1.1694
N8 -1.7675 -0.0611 1.6440
C18 -2.0969 0.8120 2.5929
C19 -3.4056 0.8116 3.0879
N9 -4.2872 -0.0299 2.6322
H22 -4.7399 -2.4541 0.5490
H23 -5.8516 -1.7230 1.6537
H24 -2.3698 -1.6050 0.3998
H25 -1.3490 1.4960 2.9623
H26 -3.7079 1.4867 3.8784

Cartesian forces (eV/Å) of the 3 atoms listed first:
Ir -0.20 -1.50 0.62
C -0.16 -0.15 0.03
C 0.23 0.98 -0.42

Results
- 2S+1: 2
- HOMO-LUMO gap (alpha / beta): 0.1934 / 0.1623 Eh
- Net charge: +3
- HOMO level (alpha / beta): -16.7 / -16.7 eV